(1)
ORCA calculation (ωB97M-V with the def2-TZVPD basis set) on a cluster of 12 separate species, C56H102F12N18O2P2 in total at a distorted geometry.

Last column: Mulliken charge in e.
Cartesian coordinates (Å):
C  -2.181  2.235  -2.070  0.5535
C  -3.607  2.744  -2.542  -1.0919
N  -4.653  2.253  -1.662  0.4764
C  -5.697  1.425  -1.939  -0.1612
C  -6.461  1.350  -0.804  -0.8968
N  -5.889  2.159  0.146  0.2386
C  -4.720  2.632  -0.370  -0.2545
C  -6.400  2.335  1.477  -0.6195
H  -2.134  1.171  -2.300  -0.0214
H  -1.901  2.333  -1.022  0.1322
H  -1.441  2.672  -2.742  -0.2678
H  -3.805  2.369  -3.546  0.1200
H  -3.768  3.811  -2.696  0.3517
H  -5.733  0.983  -2.924  0.5399
H  -7.308  0.749  -0.509  0.6195
H  -4.025  3.266  0.160  0.3330
H  -6.398  1.325  1.887  0.1530
H  -7.444  2.584  1.287  0.3885
H  -5.780  3.062  2.001  0.2715
C  2.176  0.945  -6.762  -1.3290
C  1.550  0.721  -5.356  0.4132
N  0.087  0.859  -5.496  0.9301
C  -0.621  1.800  -6.127  -0.1969
C  -2.011  1.479  -6.076  -1.1866
N  -2.137  0.269  -5.385  0.3847
C  -0.839  -0.074  -5.086  -0.8240
C  -3.345  -0.378  -4.919  -0.8665
H  1.997  0.107  -7.436  0.3255
H  3.245  1.156  -6.737  0.4115
H  1.848  1.834  -7.299  0.4354
H  1.796  1.533  -4.671  -0.3207
H  1.770  -0.201  -4.819  0.1575
H  -0.115  2.697  -6.452  0.5984
H  -2.859  2.104  -6.313  0.4992
H  -0.533  -0.992  -4.608  0.5274
H  -4.146  0.358  -4.853  0.4097
H  -3.110  -0.933  -4.010  0.1922
H  -3.684  -1.052  -5.706  0.4215
C  -3.731  6.745  -3.904  -0.6351
C  -2.439  7.062  -4.614  -0.6208
N  -1.333  6.640  -3.768  0.1331
C  -0.857  7.235  -2.592  -0.5719
C  0.104  6.311  -2.032  -0.3813
N  0.117  5.197  -2.826  0.4375
C  -0.694  5.405  -3.867  -0.2344
C  0.961  4.026  -2.536  -0.8875
H  -3.839  5.661  -3.885  -0.0549
H  -4.605  7.186  -4.382  0.4437
H  -3.625  7.141  -2.894  0.3534
H  -2.407  8.144  -4.742  0.3491
H  -2.314  6.638  -5.610  0.3888
H  -1.280  8.204  -2.372  0.5010
H  0.694  6.372  -1.129  0.4937
H  -0.850  4.728  -4.694  0.4804
H  0.963  3.126  -3.152  -0.1775
H  0.752  3.606  -1.552  0.2390
H  2.013  4.269  -2.386  0.7328
C  -2.489  -4.889  0.020  -1.0996
C  -1.875  -6.146  -0.485  -0.6572
N  -0.585  -5.910  -0.943  0.5265
C  -0.235  -4.781  -1.674  -0.5028
C  1.031  -5.050  -2.175  -1.0841
N  1.506  -6.316  -1.685  0.3410
C  0.433  -6.803  -0.933  -0.6212
C  2.740  -6.917  -1.873  -0.7908
H  -1.805  -4.327  0.657  0.1511
H  -3.338  -5.093  0.672  0.5879
H  -2.920  -4.292  -0.783  0.4118
H  -2.465  -6.520  -1.321  0.2458
H  -1.926  -6.883  0.317  0.4607
H  -0.790  -3.862  -1.788  0.6885
H  1.625  -4.525  -2.908  0.7748
H  0.332  -7.807  -0.549  0.4953
H  2.854  -7.660  -1.085  0.3499
H  3.466  -6.130  -1.669  0.3441
H  2.775  -7.387  -2.855  0.3108
C  3.048  -3.402  2.982  -0.8627
C  1.678  -3.744  2.333  0.0498
N  1.233  -5.114  2.536  0.6720
C  -0.012  -5.420  3.020  -0.3611
C  -0.096  -6.815  3.178  -0.7459
N  1.157  -7.293  2.829  0.0997
C  1.903  -6.254  2.244  -0.2763
C  1.538  -8.721  2.900  -0.8992
H  3.848  -4.126  2.829  0.6185
H  2.890  -3.378  4.061  0.3837
H  3.447  -2.462  2.602  -0.1414
H  1.620  -3.582  1.257  -0.1212
H  1.005  -3.043  2.826  -0.0413
H  -0.798  -4.710  3.234  0.4397
H  -0.895  -7.455  3.523  0.5424
H  2.912  -6.300  1.863  0.4931
H  1.749  -8.914  3.952  0.3631
H  2.382  -9.017  2.277  0.3656
H  0.712  -9.303  2.492  0.3732
C  6.693  0.776  5.732  -1.1846
C  6.030  -0.296  4.843  -0.5397
N  4.567  -0.331  4.695  0.3780
C  3.597  -0.965  5.615  -0.9505
C  2.351  -0.782  4.994  -0.3283
N  2.524  -0.208  3.753  0.8291
C  3.881  0.049  3.565  -0.5742
C  1.543  0.174  2.736  -0.2410
H  6.623  1.779  5.310  0.3203
H  7.717  0.459  5.932  0.3912
H  6.325  0.866  6.755  0.3433
H  6.190  -1.270  5.305  0.4002
H  6.518  -0.327  3.868  0.3713
H  3.895  -1.359  6.575  0.6079
H  1.425  -1.104  5.447  0.6250
H  4.341  0.379  2.646  0.5273
H  0.987  1.046  3.080  0.1555
H  0.816  -0.609  2.522  0.3766
H  2.080  0.500  1.845  -0.6369
C  -3.424  -0.427  1.077  0.6629
C  -4.293  -1.705  1.260  -1.2484
N  -5.384  -1.621  2.156  0.5144
C  -6.738  -1.462  1.780  -0.2798
C  -7.454  -1.181  2.953  -0.8037
N  -6.554  -1.225  4.030  0.1254
C  -5.347  -1.647  3.561  -0.2426
C  -6.838  -0.794  5.364  -0.7831
H  -2.393  -0.782  1.066  -0.3581
H  -3.359  0.246  1.933  0.1304
H  -3.636  0.061  0.126  -0.1084
H  -3.655  -2.491  1.665  0.3452
H  -4.634  -2.141  0.321  0.4847
H  -7.109  -1.635  0.781  0.5659
H  -8.481  -0.910  3.148  0.4953
H  -4.476  -1.738  4.192  0.4283
H  -7.486  -1.513  5.865  0.3425
H  -7.431  0.115  5.264  0.3754
H  -5.888  -0.568  5.848  0.2830
C  -0.971  3.096  2.201  -0.4253
C  -1.653  3.295  3.537  -1.2416
N  -0.878  2.961  4.716  0.4176
C  -0.918  1.717  5.247  -0.3778
C  -0.077  1.768  6.360  -0.7305
N  0.538  2.941  6.485  0.1424
C  -0.005  3.744  5.461  -0.1033
C  1.524  3.458  7.416  -0.7664
H  0.010  3.570  2.152  0.4953
H  -1.580  3.558  1.424  0.4109
H  -0.913  2.061  1.865  -0.1134
H  -2.616  2.791  3.461  0.3751
H  -1.926  4.344  3.652  0.4133
H  -1.568  0.957  4.839  0.5634
H  0.180  1.020  7.095  0.5366
H  0.231  4.794  5.381  0.4149
H  1.533  4.534  7.242  0.2886
H  2.463  2.950  7.196  0.3402
H  1.156  3.358  8.437  0.3893
C  5.559  5.749  0.426  -1.1343
C  4.407  5.332  -0.619  -0.5088
N  4.358  3.868  -0.833  0.3380
C  3.894  2.973  0.125  -1.1397
C  3.954  1.733  -0.514  0.6768
N  4.443  1.860  -1.797  0.3624
C  4.661  3.163  -2.008  -0.4348
C  4.461  0.793  -2.725  -0.6121
H  5.703  6.825  0.523  0.4064
H  6.524  5.387  0.070  0.3527
H  5.358  5.286  1.392  0.2978
H  4.504  5.853  -1.572  0.4571
H  3.440  5.581  -0.181  0.1909
H  3.640  3.311  1.119  0.5944
H  3.672  0.808  -0.032  -0.1831
H  4.966  3.533  -2.975  0.4774
H  5.436  0.306  -2.747  0.3974
H  4.350  1.095  -3.767  0.4258
H  3.912  -0.069  -2.345  -0.0928
C  3.777  -2.774  -0.944  0.2755
C  4.900  -1.929  -0.413  -0.0451
O  5.971  -1.906  -1.010  -0.7236
O  4.760  -1.299  0.656  -0.5505
H  3.686  -2.552  -2.007  0.2839
H  2.780  -2.563  -0.556  -0.5403
H  3.991  -3.820  -0.723  0.3881
P  0.775  -3.428  -6.229  1.5316
F  0.199  -4.756  -5.418  -0.4116
F  0.459  -4.171  -7.566  -0.3322
F  -0.824  -2.943  -6.301  -0.4120
F  1.363  -2.059  -6.876  -0.3239
F  0.963  -2.665  -4.716  -0.5202
F  2.215  -4.094  -6.104  -0.3469
P  0.366  -0.550  -1.118  2.2076
F  -0.936  -1.038  -2.070  -0.5023
F  0.139  -1.862  -0.220  -0.3058
F  1.350  -1.241  -2.200  -0.7466
F  1.687  -0.233  -0.311  -0.3752
F  0.578  0.926  -1.864  -0.4274
F  -0.506  0.262  -0.003  -0.5446

Computed properties:
- Charge: +6
- M: 1349.48 g/mol
- LUMO level: -11.9 eV
- Energy relative to the best compared isomer or geometry (same formula, charge and spin): 281.41 kJ/mol


(2)
ORCA calculation (ωB97M-V with the def2-TZVPD basis set) on a cluster of 14 separate species, C56H112O28S in total at a distorted geometry.

Last column: Mulliken charge in e.
Cartesian coordinates (Å):
C  -3.466  -1.668  -7.442  -0.5733
C  -2.989  -3.157  -7.391  -0.6032
C  -3.540  -3.912  -6.178  -0.7936
S  -3.951  -2.666  -4.901  1.1238
O  -3.075  -2.767  -3.769  -0.4929
O  -5.361  -2.732  -4.662  -0.7007
C  -3.501  -1.169  -5.958  -0.7878
H  -4.453  -1.794  -7.888  0.3035
H  -2.823  -0.958  -7.962  0.3520
H  -1.911  -3.308  -7.332  0.2723
H  -3.334  -3.605  -8.323  0.3395
H  -2.883  -4.675  -5.761  0.3934
H  -4.459  -4.403  -6.499  0.3342
H  -2.484  -0.903  -5.671  0.2740
H  -4.011  -0.292  -5.558  0.5421
O  -2.597  -2.844  0.816  0.0305
C  -2.712  -4.019  0.540  0.3257
O  -3.546  -4.978  1.017  -0.3763
C  -4.114  -4.903  2.328  -0.3163
C  -5.364  -4.051  2.303  -0.7531
C  -1.937  -4.544  -0.606  -0.9331
H  -3.348  -4.568  3.026  0.2458
H  -4.401  -5.933  2.541  0.3322
H  -5.884  -4.373  1.400  0.2128
H  -5.062  -3.005  2.261  0.0455
H  -5.981  -4.186  3.191  0.5242
H  -0.988  -4.745  -0.108  0.2063
H  -1.669  -3.848  -1.401  0.0748
H  -2.594  -5.346  -0.943  0.3970
O  3.068  -5.765  -1.676  -0.6725
C  3.032  -4.553  -1.874  0.2226
O  3.653  -3.995  -2.913  -0.1313
C  4.083  -4.713  -4.073  -0.4462
C  4.317  -3.669  -5.167  -0.7489
C  2.472  -3.555  -0.898  0.9610
H  3.403  -5.505  -4.387  0.3464
H  4.985  -5.252  -3.783  0.3098
H  3.430  -3.351  -5.714  0.2532
H  5.001  -4.027  -5.937  0.4219
H  4.758  -2.793  -4.692  -0.0031
H  2.802  -3.795  0.113  -0.3215
H  1.383  -3.600  -0.907  0.0183
H  2.791  -2.535  -1.117  -0.5800
O  -2.575  -3.451  5.626  -0.5836
C  -2.904  -2.289  5.905  0.7837
O  -2.729  -1.234  5.038  -0.1365
C  -2.129  -1.328  3.750  0.7100
C  -0.647  -0.990  4.033  -0.3968
C  -3.475  -1.899  7.266  -1.1726
H  -2.476  -0.717  2.917  -0.8476
H  -2.186  -2.378  3.462  0.2356
H  0.078  -1.043  3.221  -0.1255
H  -0.226  -1.714  4.731  0.5442
H  -0.516  -0.005  4.481  -0.0542
H  -2.785  -1.208  7.751  0.2697
H  -3.668  -2.758  7.908  0.3411
H  -4.330  -1.276  7.001  0.3057
O  -7.541  -0.778  -1.007  -0.6306
C  -7.002  -1.727  -0.520  0.3132
O  -7.492  -2.480  0.447  -0.2405
C  -8.821  -2.419  0.902  -0.3187
C  -9.032  -1.183  1.808  -1.0563
C  -5.588  -2.130  -1.041  0.2263
H  -8.901  -3.370  1.430  0.3070
H  -9.566  -2.404  0.106  0.3363
H  -8.823  -0.269  1.254  0.2787
H  -8.430  -1.344  2.703  0.2748
H  -10.071  -1.171  2.137  0.4006
H  -5.616  -3.211  -0.904  0.3249
H  -4.865  -1.598  -0.422  -0.3825
H  -5.518  -1.835  -2.088  0.1225
O  6.996  -0.994  -0.661  -0.6525
C  5.842  -1.308  -0.459  -0.3931
O  5.368  -2.102  0.507  0.3231
C  6.220  -2.767  1.470  -0.1045
C  6.519  -4.167  0.831  -1.2855
C  4.834  -0.796  -1.431  1.4702
H  5.605  -2.805  2.369  -0.0383
H  7.027  -2.067  1.685  0.4355
H  7.101  -4.725  1.565  0.4369
H  7.076  -4.030  -0.096  0.3400
H  5.564  -4.662  0.655  0.2416
H  4.015  -0.476  -0.786  -0.7230
H  4.496  -1.637  -2.036  -0.1315
H  5.156  0.035  -2.058  0.2563
O  5.008  2.840  -0.637  -0.4828
C  4.347  3.748  -0.226  0.7961
O  4.811  4.850  0.467  -0.3831
C  6.188  4.910  0.902  0.1274
C  6.680  6.244  0.475  -1.4752
C  2.897  3.906  -0.531  -0.9750
H  6.813  4.128  0.471  0.3003
H  6.262  4.907  1.989  0.1598
H  6.659  6.299  -0.613  0.3893
H  7.743  6.231  0.716  0.4129
H  6.192  7.071  0.992  0.3130
H  2.457  3.894  0.466  0.3739
H  2.502  3.078  -1.120  0.0701
H  2.822  4.895  -0.984  0.4841
O  6.011  2.907  3.408  -0.6795
C  5.983  1.701  3.147  -0.1090
O  6.436  0.752  3.959  -0.2621
C  7.184  1.016  5.080  -0.3609
C  6.427  1.590  6.250  -1.0887
C  5.249  1.130  1.936  0.8167
H  7.996  1.683  4.790  0.3240
H  7.677  0.066  5.284  0.3716
H  5.871  2.513  6.083  0.2750
H  7.102  1.841  7.067  0.5040
H  5.792  0.807  6.665  0.2047
H  4.803  0.155  2.131  -0.9051
H  5.910  1.116  1.069  0.8954
H  4.453  1.833  1.687  -0.2743
O  4.737  2.007  -4.601  -0.5893
C  4.961  0.824  -4.813  0.8321
O  3.967  -0.067  -5.124  -0.2594
C  2.576  0.236  -4.907  -0.8781
C  2.128  -0.219  -3.476  0.4081
C  6.354  0.214  -5.041  -0.9788
H  1.973  -0.321  -5.625  0.2524
H  2.487  1.295  -5.149  0.4295
H  1.109  0.158  -3.380  0.0053
H  2.695  0.247  -2.670  -0.2122
H  2.140  -1.305  -3.388  0.1746
H  6.408  -0.588  -4.306  0.2093
H  7.178  0.910  -4.883  0.3337
H  6.469  -0.169  -6.055  0.3138
O  -2.147  2.594  -3.868  -0.4724
C  -1.890  3.768  -3.627  0.7166
O  -2.470  4.879  -4.177  -0.2692
C  -3.307  4.738  -5.290  -0.1766
C  -4.112  6.084  -5.568  -0.9757
C  -0.922  4.159  -2.573  -0.6851
H  -4.010  3.929  -5.092  0.1468
H  -2.764  4.405  -6.174  0.4049
H  -4.990  5.993  -6.207  0.3854
H  -3.443  6.857  -5.946  0.3157
H  -4.550  6.409  -4.624  0.0983
H  -0.402  3.361  -2.041  -0.0115
H  -1.513  4.582  -1.760  0.1900
H  -0.200  4.856  -2.998  0.3971
O  -3.438  4.772  -0.421  -0.5346
C  -4.400  5.181  -1.083  0.8310
O  -5.128  4.545  -2.008  -0.3014
C  -5.043  3.082  -2.148  0.6529
C  -5.766  2.354  -1.014  -0.8330
C  -4.699  6.678  -1.123  -1.0109
H  -4.025  2.727  -2.311  -0.3683
H  -5.582  2.828  -3.060  0.2927
H  -5.035  2.336  -0.206  -0.0807
H  -5.923  1.275  -1.016  0.2121
H  -6.682  2.902  -0.797  0.3943
H  -3.830  7.180  -0.698  0.3084
H  -5.608  6.797  -0.533  0.3189
H  -4.720  6.883  -2.193  0.1736
O  1.320  -1.439  0.482  -0.3104
C  0.881  -0.307  0.532  0.7235
O  -0.232  0.239  -0.107  -0.1110
C  -0.936  -0.545  -1.043  0.5630
C  -2.329  -0.013  -1.113  -0.0821
C  1.515  0.778  1.315  2.0265
H  -0.889  -1.611  -0.817  -0.0908
H  -0.494  -0.382  -2.026  -0.3885
H  -2.894  -0.580  -1.853  0.1802
H  -2.389  1.029  -1.428  0.0552
H  -2.754  -0.238  -0.135  -0.3586
H  2.589  0.592  1.329  -1.6123
H  1.054  0.965  2.284  -0.2321
H  1.466  1.668  0.688  0.0211
O  2.672  1.196  4.019  -0.5532
C  2.743  0.436  4.952  1.0025
O  3.074  -0.875  4.873  -0.4251
C  3.406  -1.483  3.593  1.0998
C  2.985  -2.937  3.439  -1.0150
C  2.324  0.734  6.399  -1.3411
H  4.483  -1.339  3.510  0.3703
H  2.939  -0.948  2.765  -0.4404
H  3.603  -3.619  4.023  0.4201
H  3.017  -3.272  2.402  -0.1989
H  1.943  -2.967  3.756  0.2782
H  1.598  1.546  6.370  0.2345
H  3.264  1.108  6.805  0.3284
H  1.978  -0.154  6.928  0.3054
O  -1.001  2.856  3.460  -0.6174
C  -2.040  2.235  3.317  0.5894
O  -2.660  1.749  4.451  -0.2613
C  -2.132  2.048  5.796  0.2806
C  -2.730  3.382  6.274  -1.4255
C  -2.645  1.911  1.928  -0.3485
H  -1.045  2.129  5.813  0.1024
H  -2.421  1.356  6.586  0.1872
H  -3.814  3.272  6.314  0.3050
H  -2.361  4.261  5.745  0.3495
H  -2.328  3.543  7.274  0.4479
H  -1.910  1.627  1.175  -0.3041
H  -3.185  2.717  1.431  0.4244
H  -3.249  1.011  2.047  0.2058

Computed properties:
- M: 1265.55 g/mol
- LUMO level: 0.2 eV


| no. | HOMO (eV) |
| --- | --- |
| 1 | -16.653 |
| 2 | -9.802 |